Here is 2 unconnected molecules or ions with the total composition C5H13NO in a non-equilibrium geometry from OMol25. Energies are from wB97M-V/def2-TZVPD.

Calculated values
HOMO energy (alpha / beta)   -14.42 / -13.67 eV
2S+1   2
Charge   +1
Largest force on an atom   0.058 Eh/bohr
Energy above the lowest of the compared OMol25 structures with the same formula, charge and spin   252.4 kJ/mol
Calculated total energy   -8923.1349 eV
Molar mass   103.16 g/mol

Geometry (Å):
C 2.3360 -0.1109 0.2704
C 0.8338 0.0428 0.7314
C -0.0395 0.7307 -0.2609
C -0.7101 0.0272 -1.1917
C -1.7521 0.6385 -2.0637
N 3.0704 -0.5365 1.4651
H 2.7593 0.8093 -0.1176
H 2.4031 -0.9289 -0.4469
H 0.8033 0.6351 1.6579
H 0.3778 -0.8963 1.0523
H -0.0610 1.8095 -0.1700
H -0.9538 -1.0262 -1.1134
H -1.4151 0.5679 -3.1173
H -1.8742 1.7289 -2.1313
H -2.7576 0.2482 -1.9338
H 2.5465 -0.3517 2.3203
H 3.3656 -1.5093 1.4593
H -3.4071 -1.2482 0.9671
H -2.3650 -0.1442 1.1022
O -3.1603 -0.4858 1.5207



Here is 2 unconnected molecules or ions with the total composition C5H13NO in a non-equilibrium geometry from OMol25. Energies are from wB97M-V/def2-TZVPD.

Calculated values
HOMO energy (alpha / beta)   -13.84 / -13.84 eV
2S+1   2
Charge   +1
Largest force on an atom   0.072 Eh/bohr
Energy above the lowest of the compared OMol25 structures with the same formula, charge and spin   112.5 kJ/mol
Calculated total energy   -8924.5847 eV
Molar mass   103.16 g/mol

Geometry (Å):
C 0.4811 1.7912 0.4618
N 0.1014 1.3872 -0.8972
C -0.7474 2.2432 -1.6904
C -0.1205 -0.0812 -1.0137
C 0.3315 -0.6289 0.3632
C 1.1144 0.5061 0.9971
H 1.2677 2.5411 0.3801
H -0.2817 2.1480 1.1807
H -1.8039 2.0609 -1.5505
H -0.5807 3.2421 -1.2862
H -0.5163 2.0271 -2.7472
H -1.1782 -0.3624 -1.0938
H 0.3167 -0.3759 -1.9823
H -0.5013 -0.9054 1.0087
H 0.9819 -1.4788 0.1371
H 2.2024 0.5850 0.8105
H 1.2279 0.4975 2.0886
H -0.9365 -4.3677 1.8938
H -0.2781 -5.6572 1.5693
O -1.0804 -5.1717 1.3703



Here is 3 unconnected molecules or ions with the total composition C5H13NO2 in a non-equilibrium geometry from OMol25. Energies are from wB97M-V/def2-TZVPD.

Calculated values
HOMO energy (alpha / beta)   1.21 / -4.58 eV
2S+1   2
Charge   -1
Largest force on an atom   0.128 Eh/bohr
Energy above the lowest of the compared OMol25 structures with the same formula, charge and spin   421.0 kJ/mol
Calculated total energy   -10976.5708 eV
Molar mass   119.16 g/mol

Geometry (Å):
C -0.3334 -0.1183 -0.0263
C 0.5020 0.6403 0.6632
N 1.5779 0.1963 1.3953
C -1.5193 0.5762 -0.5875
C -1.7562 0.3980 -2.0364
C -0.6554 0.1861 -2.8376
H -0.3115 -1.2833 -0.0178
H 0.3063 1.7334 0.8599
H 2.2585 0.9884 1.6784
H 2.0918 -0.5808 1.0616
H -1.3685 1.7045 -0.4174
H -2.3652 0.6881 0.0083
H -2.7748 0.4052 -2.5160
H -0.8356 -0.0322 -3.9310
H 0.3999 0.2659 -2.7294
H 4.2807 -2.6627 -2.6657
H 5.2181 -3.1658 -1.4878
O 4.4761 -2.7392 -1.8186
H -3.0906 1.5706 3.5553
H -2.9313 0.3078 4.5219
O -3.1448 1.3133 4.4762